A) DFT (wB97M-V/def2-TZVPD) results for the molecule C4H6OS2.

```
13
C4H6OS2, DFT wB97M-V/def2-TZVPD
C -2.2817 -0.3675 0.2526
S -0.8817 -1.3729 -0.2204
C 0.4837 -0.4023 -0.0038
S 2.0558 -0.8583 0.0612
C 0.0094 0.9556 0.4091
C 0.5169 2.3361 0.0052
O -0.6418 1.7877 -0.5512
H -1.9909 -0.1080 1.3115
H -3.3799 -0.8546 0.5001
H -2.4515 0.5407 -0.4000
H -0.4408 1.2182 1.3735
H 1.7090 2.3104 -0.5957
H 0.5344 3.1591 0.7909
```

Computed properties:
SMILES: CSC(=S)[C@H]1CO1

Here are the natural (NBO) charges for atoms 1 to 5, given in e:
1. C -0.826
2. S 0.426
3. C -0.357
4. S 0.042
5. C -0.060

---

B) DFT (wB97M-V/def2-TZVPD) results for the molecule C4H6OS2.

```
13
C4H6OS2, DFT wB97M-V/def2-TZVPD
S 2.9590 -0.3871 -0.2697
C 1.4608 0.0951 0.5701
C 0.2467 0.5339 -0.1510
O -0.9232 1.2739 -0.0307
C -1.9166 0.3022 -0.3739
S -1.2264 -1.4636 -0.0800
C 0.1178 -0.6453 0.7540
H 2.3830 -0.9858 -1.3315
H 1.7130 0.5395 1.5276
H 0.3728 0.2189 -1.1982
H -2.1699 0.3587 -1.4260
H -2.7722 0.4992 0.2500
H -0.2447 -0.3395 1.7593
```

Computed properties:
SMILES: S[C@H]1[C@@H]2OCS[C@@H]12

Here are the natural (NBO) charges for atoms 1 to 5, given in e:
1. S 0.036
2. C -0.319
3. C 0.062
4. O -0.494
5. C -0.178

---

Energetically preferred structure: B) | next structure: +2.9 kcal/mol